Entry 1:
Here is a molecular structure, C32H26AsFMoN3O11S3 from the OMol25 dataset. Energies are from ωB97M-V/def2-TZVPD.

The calculation puts the energy above the lowest of the compared OMol25 structures with the same formula, charge and spin at 1.243 eV. Its charge is -1. The calculation puts the HOMO energy (alpha / beta) at -5.8 / -5.8 eV. The strongest force on any atom is 0.54 eV Å⁻¹. As for the spin multiplicity: 3. The HOMO-LUMO gap (alpha / beta) comes out at 0.292 / 0.292 hartree. For the LUMO energy (alpha / beta), the calculation gives 2.1 / 2.1 eV. Its expectation value of S² is 2.02.

Element x y z (Å)
Mo: 1.046 0.480 -0.069
C: -5.865 -3.119 -3.262
C: -4.755 -2.874 -2.274
C: -4.013 -1.699 -2.315
C: -2.971 -1.480 -1.426
C: -2.673 -2.452 -0.485
C: -3.395 -3.636 -0.427
C: -4.434 -3.837 -1.320
S: -1.389 -2.170 0.703
O: -1.932 -1.339 1.736
O: -0.869 -3.466 1.070
N: -0.292 -1.322 -0.133
C: 0.519 -2.025 -1.002
C: 0.356 -3.267 -1.619
C: 1.364 -3.702 -2.456
C: 2.502 -2.928 -2.678
C: 2.584 -1.708 -2.042
N: 1.614 -1.292 -1.238
H: -6.250 -2.183 -3.664
H: -6.689 -3.660 -2.798
H: -5.507 -3.719 -4.102
H: -4.250 -0.945 -3.056
H: -2.380 -0.573 -1.473
H: -3.134 -4.384 0.310
H: -5.004 -4.758 -1.276
H: -0.517 -3.871 -1.431
H: 1.264 -4.663 -2.944
H: 3.294 -3.262 -3.331
H: 3.420 -1.033 -2.166
O: -0.354 4.924 0.105
As: 0.950 3.898 -0.471
O: 0.432 2.362 0.027
O: 2.421 4.389 0.001
C: 0.553 4.047 -2.358
C: 0.118 5.287 -2.811
C: -0.164 5.487 -4.153
C: -0.013 4.448 -5.058
C: 0.419 3.206 -4.621
C: 0.698 3.008 -3.275
S: 1.193 1.369 -2.799
O: 0.037 0.760 -2.082
O: 1.546 0.681 -4.007
O: 2.271 1.506 -1.784
H: -0.500 4.741 1.047
H: -0.006 6.094 -2.101
H: -0.502 6.459 -4.490
H: -0.228 4.600 -6.107
H: 0.552 2.382 -5.307
O: 6.131 -0.455 3.834
S: 4.741 -0.115 3.944
O: 4.332 0.760 5.006
N: 4.164 0.435 2.511
C: 3.314 -0.402 2.005
O: 2.719 -0.272 0.880
C: 3.025 -1.621 2.824
C: 2.123 -2.636 2.561
C: 1.993 -3.645 3.506
C: 2.754 -3.631 4.673
C: 3.656 -2.603 4.932
C: 3.764 -1.605 3.986
H: 1.522 -2.634 1.661
H: 1.281 -4.442 3.336
H: 2.634 -4.428 5.396
H: 4.239 -2.580 5.843
F: -2.831 4.998 3.517
C: -2.046 3.947 3.160
C: -0.681 4.033 3.354
C: 0.105 2.947 2.987
C: -0.449 1.787 2.438
C: 0.468 0.674 2.041
C: -1.831 1.749 2.265
C: -2.635 2.823 2.622
H: -0.248 4.925 3.788
H: 1.179 3.003 3.120
H: 0.083 -0.295 2.351
H: 1.417 0.864 2.541
H: -2.286 0.863 1.844
H: -3.708 2.794 2.485



Entry 2:
Here is a molecular structure, C32H26AuN6PS2 from the OMol25 dataset. Energies are from ωB97M-V/def2-TZVPD.

The calculation puts the energy above the lowest of the compared OMol25 structures with the same formula, charge and spin at 0.070 eV. The calculation puts the HOMO energy at -6.8 eV. The strongest force on any atom is 0.29 eV Å⁻¹. The HOMO-LUMO gap comes out at 0.228 hartree. For the LUMO energy, the calculation gives -0.5 eV.

Element x y z (Å)
Au: -0.491 1.426 0.013
N: -4.406 -0.601 2.251
C: -3.139 -0.373 1.848
N: -2.771 0.641 1.147
C: -3.688 1.583 0.758
N: -3.390 2.656 0.100
N: -2.056 2.852 -0.244
C: -1.880 4.010 -0.760
C: -0.593 4.545 -1.244
C: -0.565 5.816 -1.807
C: 0.649 6.308 -2.263
C: 1.780 5.520 -2.142
C: 1.653 4.260 -1.563
N: 0.496 3.791 -1.125
C: -5.103 1.370 1.101
C: -6.125 2.234 0.697
C: -7.432 1.988 1.055
C: -7.744 0.867 1.828
C: -6.754 0.000 2.235
C: -5.432 0.254 1.869
H: -4.616 -1.434 2.775
H: -2.399 -1.122 2.118
H: -2.755 4.649 -0.851
H: -1.474 6.398 -1.885
H: 0.707 7.293 -2.708
H: 2.744 5.867 -2.486
H: 2.507 3.600 -1.451
H: -5.857 3.094 0.101
H: -8.217 2.660 0.737
H: -8.770 0.672 2.109
H: -6.991 -0.872 2.832
N: 1.062 0.131 0.218
C: 2.258 0.398 -0.461
C: 2.165 0.782 -1.808
C: 3.295 1.040 -2.558
C: 4.564 0.930 -1.996
C: 4.667 0.562 -0.664
C: 3.536 0.298 0.098
H: 1.178 0.858 -2.249
H: 3.186 1.319 -3.600
H: 5.449 1.129 -2.586
H: 5.642 0.480 -0.199
H: 3.648 0.018 1.136
S: -1.205 -3.198 0.947
P: 0.685 -2.685 0.921
S: 1.156 -0.745 1.648
C: 1.721 -3.787 1.933
C: 2.951 -3.378 2.445
C: 3.728 -4.262 3.180
C: 3.285 -5.556 3.406
C: 2.059 -5.967 2.902
C: 1.276 -5.085 2.173
C: 1.386 -2.678 -0.749
C: 2.759 -2.779 -0.953
C: 3.278 -2.697 -2.236
C: 2.428 -2.507 -3.315
C: 1.058 -2.402 -3.113
C: 0.536 -2.488 -1.832
H: 3.296 -2.367 2.273
H: 4.681 -3.935 3.577
H: 3.893 -6.243 3.980
H: 1.708 -6.975 3.080
H: 0.310 -5.390 1.791
H: 3.428 -2.916 -0.114
H: 4.346 -2.769 -2.391
H: 2.835 -2.433 -4.315
H: 0.394 -2.250 -3.954
H: -0.530 -2.407 -1.660



Entry 3:
Here is a molecular structure, C32H26F5NP2Pd in a non-equilibrium geometry from the OMol25 dataset. Energies are from ωB97M-V/def2-TZVPD.

The calculation puts the HOMO energy (alpha / beta) at -6.7 / -7.4 eV. The strongest force on any atom is 1.29 eV Å⁻¹. As for the spin multiplicity: 3. The HOMO-LUMO gap (alpha / beta) comes out at 0.267 / 0.206 hartree. For the LUMO energy (alpha / beta), the calculation gives 0.6 / -1.8 eV. Its expectation value of S² is 2.01.

Element x y z (Å)
Pd: -0.099 0.179 -0.120
C: 2.942 1.150 -1.257
P: 1.495 1.976 -0.475
C: 0.923 3.158 -1.721
C: 0.599 4.474 -1.410
C: 0.092 5.311 -2.392
C: -0.094 4.843 -3.683
C: 0.222 3.528 -3.996
C: 0.723 2.685 -3.019
C: 2.134 3.001 0.878
C: 1.540 2.916 2.130
C: 2.016 3.685 3.183
C: 3.091 4.536 2.988
C: 3.692 4.626 1.738
C: 3.215 3.864 0.686
C: 2.546 -0.244 -1.616
C: 3.056 -1.091 -2.570
C: 2.394 -2.335 -2.406
C: 1.515 -2.176 -1.359
C: 0.644 -3.174 -0.670
P: -0.740 -2.317 0.203
C: -0.494 -2.831 1.933
C: -1.213 -3.836 2.571
C: -0.929 -4.166 3.888
C: 0.075 -3.503 4.577
C: 0.801 -2.504 3.944
C: 0.515 -2.166 2.632
C: -2.277 -3.186 -0.257
C: -2.358 -4.211 -1.197
C: -3.573 -4.818 -1.476
C: -4.724 -4.419 -0.816
C: -4.653 -3.405 0.128
C: -3.442 -2.792 0.399
N: 1.591 -0.901 -0.867
H: 3.765 1.167 -0.535
H: 3.261 1.716 -2.134
H: 0.733 4.847 -0.403
H: -0.160 6.334 -2.143
H: -0.491 5.500 -4.445
H: 0.069 3.153 -4.999
H: 0.949 1.652 -3.263
H: 0.696 2.250 2.279
H: 1.545 3.615 4.155
H: 3.463 5.133 3.810
H: 4.531 5.292 1.585
H: 3.678 3.943 -0.291
H: 3.833 -0.863 -3.282
H: 2.569 -3.238 -2.967
H: 1.205 -3.710 0.102
H: 0.281 -3.926 -1.367
H: -1.995 -4.367 2.045
H: -1.496 -4.948 4.375
H: 0.291 -3.764 5.604
H: 1.588 -1.982 4.473
H: 1.084 -1.382 2.137
H: -1.483 -4.550 -1.732
H: -3.615 -5.609 -2.214
H: -5.671 -4.894 -1.035
H: -5.543 -3.080 0.650
H: -3.400 -2.009 1.141
F: -2.059 1.677 -1.765
C: -2.019 1.190 -0.489
F: -1.733 2.279 0.328
C: -3.435 0.778 -0.137
F: -3.486 0.272 1.110
F: -4.293 1.813 -0.170
F: -3.886 -0.145 -0.994



Entry 4:
Here is a molecular structure, C32H26IN2O5PSSn in a non-equilibrium geometry from the OMol25 dataset. Energies are from ωB97M-V/def2-TZVPD.

Its charge is +2. The calculation puts the HOMO energy at -13.6 eV. The strongest force on any atom is 2.78 eV Å⁻¹. The HOMO-LUMO gap comes out at 0.266 hartree. For the LUMO energy, the calculation gives -6.3 eV.

Element x y z (Å)
Sn: -2.778 -0.292 -2.136
C: -3.191 -3.878 0.850
C: -1.992 -3.936 -0.060
N: -1.188 -4.997 0.016
C: -0.159 -5.132 -0.872
C: 0.115 -4.188 -1.808
C: 1.029 -4.673 -2.899
O: 1.978 -3.690 -3.437
C: -0.673 -3.033 -1.884
C: -0.466 -2.158 -2.991
N: -1.025 -1.012 -3.269
C: -0.457 -0.299 -4.398
C: -0.673 -0.721 -5.700
C: -0.205 0.104 -6.709
C: 0.370 1.334 -6.429
C: 0.522 1.729 -5.125
C: 0.130 0.895 -4.081
I: 0.553 1.663 -2.156
C: -1.728 -2.906 -1.019
O: -2.604 -1.913 -1.014
H: -3.418 -4.744 1.491
H: -4.088 -3.638 0.261
H: -3.172 -2.977 1.588
H: 0.357 -6.071 -0.849
H: 0.427 -5.000 -3.691
H: 1.666 -5.520 -2.547
H: 2.576 -4.272 -3.870
H: 0.400 -2.448 -3.596
H: -1.207 -1.563 -6.055
H: -0.298 -0.159 -7.767
H: 0.676 1.960 -7.236
H: 1.078 2.620 -4.942
O: -0.843 -1.844 2.467
S: -1.306 -0.551 2.827
O: -2.664 -0.313 3.053
O: -0.835 0.533 1.598
C: -0.368 0.140 4.134
C: -0.120 -0.413 5.390
C: 0.702 0.198 6.319
C: 1.305 1.390 5.956
C: 1.213 1.856 4.643
C: 0.367 1.243 3.719
P: 0.143 1.718 2.046
C: 1.637 1.400 1.227
C: 2.431 2.423 0.666
C: 3.712 2.091 0.124
C: 4.229 0.814 0.199
C: 3.452 -0.208 0.692
C: 2.171 0.087 1.188
C: -0.697 3.286 1.885
C: -0.993 3.831 0.636
C: -1.877 4.911 0.482
C: -2.464 5.445 1.646
C: -2.119 4.954 2.871
C: -1.183 3.937 3.030
H: -0.622 -1.348 5.625
H: 0.835 -0.199 7.326
H: 1.973 1.966 6.633
H: 1.740 2.811 4.392
H: 2.014 3.415 0.756
H: 4.364 2.948 -0.202
H: 5.260 0.583 -0.023
H: 3.874 -1.220 0.906
H: 1.566 -0.753 1.601
H: -0.568 3.391 -0.289
H: -2.227 5.287 -0.506
H: -3.244 6.169 1.585
H: -2.538 5.356 3.751
H: -0.871 3.580 3.980



Entry 5:
Here is a molecular structure, C32H26MnN7 from the OMol25 dataset. Energies are from ωB97M-V/def2-TZVPD.

The calculation puts the energy above the lowest of the compared OMol25 structures with the same formula, charge and spin at 0.000 eV. Its charge is +2. The calculation puts the HOMO energy (alpha / beta) at -12.9 / -13.2 eV. The strongest force on any atom is 0.26 eV Å⁻¹. As for the spin multiplicity: 5. The HOMO-LUMO gap (alpha / beta) comes out at 0.243 / 0.243 hartree. For the LUMO energy (alpha / beta), the calculation gives -6.3 / -6.6 eV. Its expectation value of S² is 6.05.

Element x y z (Å)
Mn: -0.070 0.806 0.342
C: 2.950 -3.094 -4.229
C: 1.938 -2.345 -3.409
C: 0.823 -2.993 -2.867
C: -0.076 -2.322 -2.065
C: 0.076 -0.958 -1.797
N: -0.821 -0.287 -0.940
C: -2.202 -0.389 -1.197
C: -2.690 -0.468 -2.504
C: -4.044 -0.567 -2.750
C: -4.977 -0.550 -1.710
C: -6.452 -0.590 -1.989
C: -4.498 -0.446 -0.414
C: -3.132 -0.387 -0.165
N: -2.685 -0.329 1.190
C: -3.290 -0.846 2.267
C: -2.654 -0.365 3.394
C: -1.654 0.463 2.906
N: -1.673 0.494 1.564
C: 1.158 -0.305 -2.378
C: 2.093 -0.994 -3.146
N: 1.302 1.108 -2.242
C: 1.839 1.964 -3.127
C: 1.836 3.222 -2.563
C: 1.261 3.048 -1.312
N: 0.936 1.765 -1.118
H: 2.475 -3.878 -4.815
H: 3.694 -3.567 -3.586
H: 3.475 -2.429 -4.913
H: 0.669 -4.046 -3.070
H: -0.930 -2.839 -1.646
H: -1.987 -0.468 -3.327
H: -4.388 -0.639 -3.774
H: -6.674 -1.240 -2.835
H: -6.822 0.407 -2.233
H: -7.009 -0.952 -1.127
H: -5.196 -0.395 0.412
H: -4.124 -1.518 2.157
H: -2.890 -0.585 4.419
H: -0.923 1.032 3.454
H: 2.951 -0.467 -3.544
H: 2.167 1.624 -4.093
H: 2.188 4.136 -3.007
H: 1.061 3.785 -0.553
C: 2.522 -2.537 1.865
C: 1.601 -1.814 1.095
N: 1.353 -0.533 1.303
C: 2.012 0.098 2.309
C: 2.953 -0.536 3.119
C: 3.201 -1.900 2.869
C: 3.609 0.207 4.161
C: 3.309 1.503 4.383
C: 2.318 2.173 3.585
C: 1.927 3.506 3.803
C: 0.949 4.070 3.021
C: 0.370 3.302 2.009
N: 0.734 2.050 1.771
C: 1.688 1.477 2.551
H: 2.686 -3.583 1.651
H: 1.066 -2.285 0.281
H: 3.923 -2.433 3.475
H: 4.349 -0.298 4.768
H: 3.802 2.058 5.170
H: 2.395 4.078 4.595
H: 0.618 5.087 3.173
H: -0.415 3.713 1.385



Entry 6:
Here is a molecular structure, C32H27AsCrN6O9PS2 in a non-equilibrium geometry from the OMol25 dataset. Energies are from ωB97M-V/def2-TZVPD.

The calculation puts the energy above the lowest of the compared OMol25 structures with the same formula, charge and spin at 1.824 eV. The calculation puts the HOMO energy (alpha / beta) at -8.7 / -8.8 eV. The strongest force on any atom is 1.98 eV Å⁻¹. As for the spin multiplicity: 2. The HOMO-LUMO gap (alpha / beta) comes out at 0.277 / 0.300 hartree. For the LUMO energy (alpha / beta), the calculation gives -1.2 / -0.6 eV. Its expectation value of S² is 0.76.

Element x y z (Å)
Cr: -0.667 0.515 -0.149
N: 1.524 -1.900 0.132
C: 2.036 -0.733 -0.335
N: 3.321 -0.651 -0.553
C: 3.737 0.548 -1.073
N: 5.064 0.797 -0.929
N: 2.983 1.428 -1.662
C: 1.621 1.096 -1.673
N: 1.178 0.312 -0.537
C: 0.726 2.295 -1.801
C: 1.112 3.520 -2.301
C: 0.136 4.481 -2.486
C: -1.187 4.169 -2.202
C: -1.484 2.924 -1.692
N: -0.529 2.017 -1.466
H: 2.195 -2.651 0.090
H: 0.625 -2.127 -0.276
H: 5.639 0.020 -0.659
H: 5.464 1.535 -1.480
H: 2.153 3.682 -2.539
H: 0.394 5.460 -2.868
H: -1.984 4.880 -2.364
H: -2.494 2.631 -1.443
O: -0.523 2.233 1.013
S: -1.981 2.291 1.332
O: -2.602 3.564 1.153
O: -2.592 1.159 0.602
C: -1.920 1.915 3.061
C: -2.312 2.871 3.981
C: -1.909 2.748 5.301
C: -1.090 1.691 5.668
C: -0.717 0.730 4.739
C: -1.134 0.821 3.415
P: -0.675 -0.471 2.163
C: -1.879 -1.740 2.691
C: -1.853 -2.336 3.951
C: -2.849 -3.224 4.320
C: -3.887 -3.512 3.442
C: -3.919 -2.919 2.190
C: -2.914 -2.042 1.809
C: 0.938 -0.911 2.895
C: 1.872 0.127 2.896
C: 3.163 -0.103 3.337
C: 3.529 -1.364 3.789
C: 2.599 -2.392 3.800
C: 1.309 -2.172 3.341
H: -2.896 3.716 3.642
H: -2.191 3.497 6.028
H: -0.714 1.626 6.681
H: -0.057 -0.072 5.039
H: -1.062 -2.105 4.651
H: -2.815 -3.692 5.295
H: -4.670 -4.194 3.743
H: -4.728 -3.145 1.507
H: -2.928 -1.575 0.831
H: 1.579 1.106 2.533
H: 3.888 0.701 3.321
H: 4.542 -1.546 4.123
H: 2.882 -3.376 4.152
H: 0.603 -2.992 3.301
O: 1.100 -2.380 -2.518
As: 0.010 -0.934 -2.826
O: 1.330 0.230 -2.871
O: -0.845 -1.159 -1.385
C: -0.112 -1.387 -4.744
C: 0.573 -2.459 -5.301
C: 0.666 -2.554 -6.682
C: 0.072 -1.605 -7.503
C: -0.644 -0.557 -6.948
C: -0.725 -0.464 -5.571
S: -1.469 0.908 -4.750
O: -2.758 1.188 -5.317
O: -0.489 1.954 -4.844
O: -1.591 0.312 -3.364
H: 1.954 -2.183 -2.925
H: 1.022 -3.208 -4.665
H: 1.211 -3.380 -7.120
H: 0.177 -1.677 -8.578
H: -1.132 0.192 -7.558



Entry 7:
Here is a molecular structure, C32H27Br2N5O3S2Ti from the OMol25 dataset. Energies are from ωB97M-V/def2-TZVPD.

The calculation puts the energy above the lowest of the compared OMol25 structures with the same formula, charge and spin at 0.000 eV. The calculation puts the HOMO energy (alpha / beta) at -5.8 / -5.8 eV. The strongest force on any atom is 0.81 eV Å⁻¹. The HOMO-LUMO gap (alpha / beta) comes out at 0.214 / 0.214 hartree. For the LUMO energy (alpha / beta), the calculation gives 0.0 / 0.0 eV.

Element x y z (Å)
Ti: 0.407 0.644 0.331
C: -2.151 0.415 -3.170
C: -1.417 0.888 -1.953
N: -0.216 0.327 -1.553
N: 0.358 -0.599 -2.380
C: 1.647 -0.903 -2.226
N: 2.182 -1.808 -3.102
S: 2.567 -0.142 -1.047
C: -1.845 1.872 -1.087
C: -3.037 2.668 -1.226
C: -3.256 3.711 -0.391
C: -2.299 4.019 0.625
C: -1.218 3.209 0.778
N: -0.978 2.111 -0.013
H: -2.462 -0.635 -3.086
H: -1.544 0.514 -4.079
H: -3.052 0.998 -3.330
H: -0.199 -1.003 -3.120
H: 1.569 -2.449 -3.578
H: 3.076 -2.182 -2.838
H: -3.744 2.448 -2.013
H: -4.141 4.321 -0.509
H: -2.424 4.871 1.275
H: -0.482 3.405 1.545
Br: 3.682 -2.469 6.379
C: 2.789 -2.871 4.763
C: 2.574 -4.199 4.404
N: 1.955 -4.555 3.282
C: 1.530 -3.591 2.478
C: 1.693 -2.235 2.762
C: 2.341 -1.861 3.937
C: 1.144 -1.205 1.838
O: 0.627 -1.532 0.745
O: 1.190 0.016 2.183
H: 2.915 -5.000 5.048
H: 1.029 -3.891 1.567
H: 2.479 -0.817 4.176
O: -1.553 -0.207 1.260
S: -2.739 -0.037 2.161
C: -2.344 1.188 3.393
C: -3.305 2.137 3.692
C: -3.009 3.120 4.626
C: -1.757 3.153 5.219
C: -0.796 2.202 4.895
C: -1.088 1.203 3.984
C: -2.664 -1.468 3.245
C: -1.743 -2.459 2.955
C: -1.673 -3.571 3.783
C: -2.528 -3.687 4.865
C: -3.462 -2.692 5.131
C: -3.533 -1.572 4.323
H: -4.260 2.122 3.186
H: -3.748 3.870 4.872
H: -1.521 3.931 5.932
H: 0.183 2.240 5.354
H: -0.345 0.462 3.714
H: -1.091 -2.343 2.100
H: -0.944 -4.344 3.581
H: -2.469 -4.553 5.509
H: -4.127 -2.785 5.977
H: -4.240 -0.783 4.538
Br: 4.075 6.349 1.248
C: 3.116 4.727 0.987
C: 2.833 3.923 2.073
C: 2.130 2.742 1.864
C: 1.690 2.343 0.602
C: 2.009 3.192 -0.463
C: 2.714 4.371 -0.291
H: 3.158 4.210 3.063
H: 1.926 2.117 2.727
H: 1.688 2.933 -1.468
H: 2.944 5.009 -1.132